[1]
{
  "formula": "C13H32Cl4O3S3",
  "method": "the ωB97M-V functional and the def2-TZVPD basis",
  "relative_energy_kj_mol": 981.2,
  "homo_ev": -7.753,
  "gap_ev": 7.866,
  "elements": ["C", "S", "O", "C", "H", "H", "H", "H", "H", "H", "C", "S", "O", "C", "H", "H", "H", "H", "H", "H", "C", "S", "O", "C", "H", "H", "H", "H", "H", "H", "C", "Cl", "Cl", "Cl", "Cl", "C", "C", "C", "C", "C", "C", "H", "H", "H", "H", "H", "H", "H", "H", "H", "H", "H", "H", "H", "H"],
  "coordinates": [[1.1118, 0.9798, 3.3118], [-0.1867, 0.7436, 4.5286], [-1.2863, 1.7775, 4.3731], [-0.9046, -0.6822, 3.7279], [1.5947, 1.9277, 3.5492], [0.6051, 0.9189, 2.3486], [1.9093, 0.2388, 3.2553], [-1.4958, -1.3077, 4.3969], [-0.1700, -1.2857, 3.1949], [-1.5820, -0.3119, 2.9584], [-5.7701, 0.3955, -0.0248], [-4.7467, 1.1216, 1.4006], [-3.3609, 0.7412, 0.9431], [-4.9548, 2.8728, 0.8436], [-6.8397, 0.5603, 0.1052], [-5.5356, -0.6501, 0.1745], [-5.4045, 0.6963, -1.0066], [-6.0262, 3.0392, 0.7317], [-4.5082, 3.0715, -0.1307], [-4.6333, 3.5827, 1.6057], [-0.1608, -3.4357, -2.0961], [1.6291, -3.3797, -2.5483], [2.4326, -3.8377, -1.3062], [1.7517, -4.8026, -3.7460], [-0.7383, -3.8762, -2.9088], [-0.6213, -2.5253, -1.7126], [-0.4543, -4.1202, -1.3002], [1.2925, -4.3728, -4.6362], [1.3313, -5.7657, -3.4568], [2.8237, -4.9222, -3.9034], [-1.7179, -0.5559, -0.5213], [-1.8247, 1.0471, -1.2218], [-1.8441, -0.3265, 1.2795], [-2.9766, -1.8390, -1.0511], [-0.1458, -1.1756, -0.8458], [3.5483, 0.8632, 2.2992], [3.7220, 1.4917, 0.9530], [3.0052, 0.7710, -0.3011], [3.0175, 1.6742, -1.5594], [1.9431, 1.2597, -2.6553], [0.4243, 1.4702, -2.2974], [2.5167, 0.5293, 2.4104], [3.7373, 1.5920, 3.0874], [4.2458, 0.0800, 2.5964], [3.5232, 2.5487, 1.1302], [4.8059, 1.5601, 0.8602], [1.9896, 0.6322, 0.0698], [3.5327, -0.1729, -0.4384], [2.7875, 2.6944, -1.2523], [4.0047, 1.7768, -2.0098], [2.1694, 1.9611, -3.4585], [2.2436, 0.3213, -3.1214], [0.2451, 2.0424, -1.3872], [-0.0254, 1.8440, -3.2173], [-0.0292, 0.5186, -2.0204]]
}

***

[2]
{
  "formula": "C13H32GaGeN4O3",
  "method": "the ωB97M-V functional and the def2-TZVPD basis",
  "total_charge": -1,
  "relative_energy_kj_mol": 59.7,
  "homo_ev": -2.869,
  "gap_ev": 5.710,
  "elements": ["Ga", "C", "Ge", "C", "C", "C", "H", "H", "H", "H", "H", "H", "H", "H", "H", "H", "H", "C", "N", "C", "C", "O", "N", "C", "C", "H", "H", "H", "H", "H", "H", "H", "H", "H", "H", "H", "H", "C", "C", "C", "C", "N", "H", "H", "H", "H", "H", "H", "H", "H", "H", "O", "N", "O"],
  "coordinates": [[0.2932, -0.0639, -0.0185], [3.3499, 1.5597, 1.2445], [3.3576, 1.1922, -0.6938], [5.1051, 0.3065, -1.0722], [3.3797, 2.8863, -1.7133], [1.8692, 0.0733, -1.3068], [2.8458, 2.5051, 1.4259], [4.3530, 1.5938, 1.6717], [2.7741, 0.7813, 1.7487], [5.9173, 0.9977, -0.8345], [5.1941, 0.0247, -2.1232], [5.2278, -0.5933, -0.4669], [4.1624, 3.5554, -1.3502], [2.4171, 3.3836, -1.5897], [3.5515, 2.7012, -2.7754], [2.2465, -0.9340, -1.4956], [1.5139, 0.4718, -2.2610], [-2.0440, 2.1966, -2.1980], [-2.9372, 1.2606, -1.5369], [-3.8288, 1.8715, -0.5631], [-2.4667, -0.0139, -1.3140], [-1.2756, -0.3031, -1.5122], [-3.4109, -0.9302, -0.9579], [-4.7654, -0.8619, -1.4583], [-2.9964, -2.2304, -0.4518], [-2.6483, 2.8919, -2.7863], [-1.3777, 1.6468, -2.8575], [-1.4374, 2.7572, -1.4848], [-3.2818, 2.6122, 0.0264], [-4.2110, 1.1180, 0.1196], [-4.6698, 2.3635, -1.0628], [-4.9505, 0.0848, -1.9588], [-5.4860, -0.9827, -0.6443], [-4.9317, -1.6703, -2.1798], [-2.0272, -2.1255, 0.0707], [-2.9103, -2.9673, -1.2606], [-3.7481, -2.5747, 0.2628], [1.8835, -2.2573, 1.7916], [0.4003, -2.0257, 2.1401], [-0.2751, -3.4163, 2.1958], [0.3400, -1.4283, 3.5635], [-0.3132, -1.1989, 1.2170], [2.3786, -2.8983, 2.5305], [2.4068, -1.2980, 1.7573], [1.9585, -2.7252, 0.8064], [0.2477, -4.0845, 2.8912], [-0.2651, -3.8645, 1.1998], [-1.3123, -3.3103, 2.5219], [0.8248, -2.0826, 4.3002], [-0.7037, -1.2815, 3.8461], [0.8336, -0.4541, 3.5649], [0.6042, 3.2606, 0.1810], [-0.4725, 2.8569, 0.5480], [-0.6893, 1.6235, 0.3029]]
}

***

[3]
{
  "formula": "C13H32N10O18",
  "method": "the ωB97M-V functional and the def2-TZVPD basis",
  "relative_energy_kj_mol": 0.0,
  "homo_ev": -8.119,
  "gap_ev": 6.870,
  "elements": ["C", "N", "O", "O", "H", "H", "H", "C", "N", "O", "O", "H", "H", "H", "C", "N", "O", "O", "H", "H", "H", "C", "N", "O", "O", "H", "H", "H", "C", "N", "O", "O", "H", "H", "H", "C", "N", "O", "O", "H", "H", "H", "C", "N", "O", "O", "H", "H", "H", "C", "N", "O", "O", "H", "H", "H", "C", "N", "O", "O", "H", "H", "H", "C", "C", "C", "N", "C", "H", "H", "H", "H", "H"],
  "coordinates": [[-3.9168, -1.6670, -2.2566], [-3.7225, -0.8201, -3.4309], [-3.8222, -1.3132, -4.5209], [-3.5032, 0.4245, -3.3458], [-2.9186, -1.9232, -2.0898], [-4.6232, -2.5286, -2.5710], [-4.4391, -0.8718, -1.7343], [-2.1315, -1.7589, 2.5781], [-1.3876, -0.7087, 3.2950], [-1.1988, -0.7476, 4.5240], [-0.7095, 0.0455, 2.6332], [-1.7450, -2.6392, 3.0859], [-2.0515, -1.7215, 1.4169], [-3.0947, -1.4964, 2.8995], [2.8121, -1.9375, 2.5132], [1.9646, -3.1553, 2.5929], [0.7802, -3.0653, 2.8700], [2.5549, -4.2113, 2.4551], [3.7010, -2.0392, 1.7607], [3.1995, -1.5366, 3.3411], [2.1541, -1.2654, 1.8047], [-4.4250, 2.5844, 2.0540], [-4.2008, 1.6787, 0.9660], [-3.9198, 0.3943, 1.1987], [-4.4277, 2.0447, -0.2065], [-3.6087, 3.3195, 2.0489], [-4.3533, 1.9383, 2.9315], [-5.4673, 3.0823, 1.7068], [-1.0703, 0.8155, -0.5254], [0.2536, 0.0565, -0.4596], [1.3026, 0.7485, -0.3865], [0.2196, -1.1821, -0.4478], [-1.0620, 1.3927, 0.4816], [-1.9649, 0.1892, -0.6083], [-0.9428, 1.4720, -1.2739], [-3.3487, 3.2803, -3.0783], [-3.2748, 4.6989, -2.5845], [-2.8809, 5.4848, -3.4070], [-3.5929, 4.9585, -1.4628], [-4.3306, 2.8239, -3.2327], [-2.6437, 2.7266, -2.3558], [-3.0457, 3.2150, -4.1023], [-0.1869, -4.5855, -0.5596], [-1.6666, -4.4966, -0.7902], [-2.1133, -5.5219, -1.2746], [-2.3171, -3.6089, -0.3380], [0.2337, -4.8365, -1.5432], [-0.0801, -5.2355, 0.1600], [-0.1275, -3.5851, -0.2560], [1.9821, 2.9407, -2.9257], [1.1024, 3.4961, -1.9163], [1.6002, 3.6115, -0.7636], [-0.1327, 3.5982, -2.1513], [2.5532, 1.9681, -2.3901], [2.7957, 3.6499, -3.2249], [1.4149, 2.5682, -3.8381], [2.2323, 1.7717, 2.9830], [3.7598, 1.7173, 3.2453], [4.5841, 2.3092, 2.6348], [3.9803, 0.7374, 4.0853], [2.1246, 2.3548, 2.0009], [1.8044, 2.3323, 3.8381], [1.6029, 0.9587, 2.9454], [4.8845, -2.4258, -0.9220], [4.1219, -1.2584, -0.4048], [5.1490, -0.1638, -0.0868], [6.3529, -0.7022, -0.3327], [6.3733, -2.0665, -0.8276], [4.3955, -3.4417, -1.4112], [3.0804, -1.2307, -0.3051], [4.9977, 0.8804, 0.4487], [7.0501, -0.0064, -0.2922], [7.3303, -2.5148, -0.8648]]
}

***

[4]
{
  "formula": "C13H33AsCuN2O",
  "method": "the ωB97M-V functional and the def2-TZVPD basis",
  "total_charge": 2,
  "s2": 0.7567,
  "multiplicity": 2,
  "homo_ev": [-14.212, -14.212],
  "gap_ev": [7.770, 3.811],
  "elements": ["Cu", "C", "N", "C", "C", "C", "N", "C", "C", "H", "H", "H", "H", "H", "H", "H", "H", "H", "H", "H", "H", "H", "H", "H", "H", "C", "C", "C", "O", "C", "H", "H", "H", "H", "H", "H", "H", "H", "C", "As", "C", "C", "H", "H", "H", "H", "H", "H", "H", "H", "H"],
  "coordinates": [[1.9071, -0.0520, 0.3028], [4.3486, 1.3039, 1.2997], [3.6039, 1.0803, 0.0602], [4.4764, 0.3337, -0.8780], [3.1609, 2.3894, -0.4352], [1.9581, 2.8626, 0.2855], [0.8571, 1.9164, 0.1545], [0.1531, 2.2366, -1.1212], [-0.0309, 2.1689, 1.3156], [5.3717, 1.7017, 1.0665], [4.4028, 0.3324, 1.8336], [3.8787, 2.0572, 1.9651], [5.2713, 1.0080, -1.2381], [3.8760, 0.0163, -1.7514], [4.8650, -0.6022, -0.3553], [2.9941, 2.3318, -1.5498], [3.9604, 3.1341, -0.2499], [1.6689, 3.8358, -0.1742], [2.2312, 3.1370, 1.3265], [-0.2645, 3.2541, -1.0777], [-0.6951, 1.5553, -1.2198], [0.7645, 2.0897, -1.9807], [-0.3361, 3.2284, 1.3998], [0.4434, 1.8442, 2.2405], [-0.9469, 1.5582, 1.0887], [-5.5085, -0.8532, -0.6938], [-4.8419, -1.6958, 0.3787], [-3.8566, -0.6471, 0.9951], [-3.4168, 0.1362, -0.1618], [-4.4934, 0.1804, -1.0832], [-6.4264, -0.3650, -0.3515], [-5.8615, -1.4600, -1.5166], [-4.2021, -2.4804, -0.0824], [-5.4955, -2.2026, 1.1312], [-2.9870, -1.0230, 1.5117], [-4.3892, 0.0705, 1.6528], [-3.9981, -0.0719, -2.0538], [-4.8172, 1.2266, -1.2038], [1.6902, -3.6833, -0.3038], [0.7793, -1.9796, 0.0765], [-0.5490, -1.8701, -1.3400], [-0.5329, -2.5520, 1.4328], [1.0433, -4.5613, -0.1061], [2.4856, -3.8456, 0.4246], [2.1654, -3.6798, -1.3038], [-1.3528, -2.6208, -1.1451], [-0.0777, -2.0391, -2.3103], [-1.0118, -0.8645, -1.2818], [-0.4995, -3.6208, 1.5787], [-1.5290, -2.2543, 1.0975], [-0.2366, -1.9653, 2.3506]]
}